(1)
Formula: C5H8O2
Source: the OMol25 dataset
Level of theory: ωB97M-V/def2-TZVPD

Values from the calculation:
HOMO-LUMO gap, eV: 10.3
SMILES: C#C[C@H](O)CCO
Highest occupied orbital energy, Ha: -0.3520
LUMO, eV: 0.6755

ORCA input file:
```
! RIJCOSX wB97M-V def2-TZVPD def2/J DEFGRID3
* xyz 0 1
O -0.37451 1.79654 -0.17072
O -1.20916 -0.00656 1.30886
C 2.48234 -0.35669 0.94157
C 0.48985 0.64994 -0.52477
C -1.35265 -0.90533 0.23735
C -0.43375 -0.51078 -0.94767
C 1.52032 0.15941 0.42322
H -2.39772 -0.94220 -0.10495
H 0.17682 -1.36104 -1.28698
H 3.33660 -0.80649 1.41004
H 0.05843 2.45100 0.40026
H -1.21321 0.88972 0.89544
H -1.01348 -0.17947 -1.81518
H -1.10459 -1.90302 0.61833
H 1.03470 1.02496 -1.38480
*
```

Computed Mulliken charges, given in elementary charges:
1 O -0.63
2 O -0.60
3 C 0.24
4 C -0.30
5 C -0.40
6 C -0.64
7 C -0.45
8 H 0.26
9 H 0.40
10 H 0.44
11 H 0.36
12 H 0.45
13 H 0.28
14 H 0.30
15 H 0.29



(2)
Formula: C4H10OS
Source: the OMol25 dataset
Level of theory: ωB97M-V/def2-TZVPD

Values from the calculation:
HOMO-LUMO gap, eV: 9.5
SMILES: C=CO.CSC
Highest occupied orbital energy, Ha: -0.3234
LUMO, eV: 0.7307

ORCA input file:
```
! RIJCOSX wB97M-V def2-TZVPD def2/J DEFGRID3
* xyz 0 1
S 1.79262 2.06121 -0.84201
O -1.95262 -0.97000 0.22664
C -1.76874 -1.18813 1.56530
C 2.81524 0.54128 -0.53837
C 0.54090 1.29267 -1.95487
C -2.83114 -1.39103 2.33486
H -0.73157 -1.27788 1.87993
H 2.99625 -0.08267 -1.41128
H 1.10066 0.93967 -2.82386
H -0.10138 2.04681 -2.38793
H -3.81740 -0.96732 2.22579
H -1.41720 -0.33525 -0.24319
H 3.67549 0.93870 -0.01769
H -2.61861 -2.01361 3.20177
H 0.02349 0.56728 -1.33935
H 2.29398 -0.16173 0.12426
*
```

Computed Mulliken charges, given in elementary charges:
1 S -0.06
2 O -0.46
3 C 0.10
4 C -0.73
5 C -0.31
6 C -0.67
7 H 0.27
8 H 0.29
9 H 0.29
10 H 0.34
11 H 0.26
12 H 0.22
13 H 0.28
14 H 0.21
15 H -0.23
16 H 0.21



(3)
Formula: C4H10O3
Source: the OMol25 dataset
Level of theory: ωB97M-V/def2-TZVPD

Values from the calculation:
HOMO-LUMO gap, eV: 10.6
SMILES: O=CCCCO.O
Highest occupied orbital energy, Ha: -0.3639
LUMO, eV: 0.6819

ORCA input file:
```
! RIJCOSX wB97M-V def2-TZVPD def2/J DEFGRID3
* xyz 0 1
O -0.18209 2.88727 0.17474
O 2.57103 -0.39973 -1.60109
O -1.24222 -2.50179 -0.34092
C -1.26886 -1.77725 0.62062
C -0.74731 0.66669 0.76459
C 0.24236 1.52183 0.01840
C -0.20483 -0.77001 0.93970
H 1.21678 1.43426 0.50494
H 0.14441 -0.92430 1.96043
H 0.30761 1.29088 -1.04550
H -2.11934 -1.85078 1.32167
H 0.21048 3.41675 -0.52131
H 3.03781 -0.96255 -2.22536
H -1.00262 1.14146 1.70938
H -1.67804 0.62730 0.18736
H 0.62386 -0.95168 0.25321
H 1.65111 -0.48896 -1.87164
*
```

Computed Mulliken charges, given in elementary charges:
1 O -0.54
2 O -0.62
3 O -0.48
4 C -0.12
5 C -0.51
6 C -0.49
7 C -0.19
8 H 0.29
9 H 0.32
10 H 0.29
11 H 0.36
12 H 0.31
13 H 0.30
14 H 0.33
15 H 0.30
16 H 0.13
17 H 0.31



(4)
Formula: C9H10N2S
Source: the OMol25 dataset
Level of theory: ωB97M-V/def2-TZVPD

Values from the calculation:
HOMO-LUMO gap, eV: 6.9
Highest occupied orbital energy, Ha: -0.2488
LUMO, eV: 0.1272

ORCA input file:
```
! RIJCOSX wB97M-V def2-TZVPD def2/J DEFGRID3
* xyz 0 1
S -0.54196 -1.92007 1.00761
N -1.35566 0.45598 -0.99820
N -0.35225 1.14946 0.85108
C -0.87870 -3.17406 2.12580
C -1.44723 0.41486 0.38376
C 2.38492 1.92194 -1.48431
C -0.05232 0.81662 -1.35870
C 0.60416 1.21482 -0.14862
C -1.68436 -3.14064 3.20257
C 1.89116 1.79675 -0.20057
C 1.79710 1.38962 -2.60536
C 0.50591 1.03506 -2.61688
H -1.62965 -4.02061 3.83714
H -2.11343 0.14509 -1.64146
H 2.31082 1.63623 -3.62524
H -2.58535 -2.57203 3.17440
H -0.13934 -3.88775 2.07553
H 3.33520 2.35971 -1.67906
H 2.35313 2.05614 0.67801
H -0.08558 0.91688 1.75534
H 0.02104 0.86194 -3.65876
H -2.33762 0.54405 0.92593
*
```

Computed Mulliken charges, given in elementary charges:
1 S -0.32
2 N -0.03
3 N -0.12
4 C -0.20
5 C -0.55
6 C -0.29
7 C 0.61
8 C 0.55
9 C -0.74
10 C -0.89
11 C -0.43
12 C -0.64
13 H 0.28
14 H 0.25
15 H 0.23
16 H 0.25
17 H 0.29
18 H 0.36
19 H 0.47
20 H 0.31
21 H 0.23
22 H 0.40



(5)
Formula: C14H23F3NO3PRuS
Source: the OMol25 dataset
Level of theory: ωB97M-V/def2-TZVPD

Values from the calculation:
HOMO-LUMO gap (alpha / beta), eV: 9.3 / 4.5
Highest occupied orbital energy (alpha / beta), Ha: -0.6107 / -0.5798
LUMO (alpha / beta), eV: -7.3542 / -11.2782

ORCA input file:
```
! RIJCOSX wB97M-V def2-TZVPD def2/J DEFGRID3
* xyz 2 5
Ru 0.07350 0.59970 0.82246
S -0.43513 -1.25822 3.23840
P 1.02475 2.13335 -0.32720
F -2.37719 -0.16715 4.73053
F -0.47027 0.93398 4.71929
F -0.66666 -0.91706 5.88413
O -1.04761 -2.56556 3.35151
O -1.06466 -0.49373 2.11291
O 1.02101 -1.13237 3.24241
N 1.00196 -1.98700 -0.37648
C 2.28456 2.04844 -1.67013
C -1.02446 0.26667 -0.87609
C -1.03296 -0.30005 4.73830
C 1.48302 3.57913 0.67746
C 1.35237 -1.72700 -1.75650
C 2.18324 -2.32737 0.39955
C -1.69022 -0.93547 -1.18561
C -1.54467 -2.20662 -0.38966
C -0.14823 -2.83492 -0.16599
C -2.61129 -0.90134 -2.25846
C -2.85168 0.26826 -2.99106
C -2.18833 1.44369 -2.65374
C -0.48389 2.68686 -1.30980
C -1.24358 1.43464 -1.62947
H 2.55574 3.49579 0.90255
H -0.04108 -3.71361 -0.83632
H 1.92707 -2.38807 1.45876
H -0.11203 -3.17340 0.87919
H 0.77677 1.55986 2.05036
H 2.10912 -0.93789 -1.74964
H -2.01608 -2.08403 0.60249
H 2.44116 3.02344 -2.17233
H -1.07025 3.38132 -0.67843
H 0.48143 -1.37694 -2.30321
H 1.77122 -2.61131 -2.26380
H 2.65268 -3.26958 0.06794
H 2.89479 -1.50799 0.26711
H -3.11963 -1.81559 -2.54602
H 0.91228 3.48011 1.60788
H 1.25485 4.54545 0.20437
H -2.35382 2.37314 -3.19606
H 3.22811 1.72187 -1.20545
H -3.52603 0.26540 -3.84101
H 0.01575 1.85379 1.96010
H -0.16861 3.22476 -2.21760
H 1.96937 1.30412 -2.42036
H -2.12645 -2.99152 -0.89728
*
```

Computed Mulliken charges, given in elementary charges:
1 Ru -0.48
2 S 1.15
3 P 0.95
4 F -0.19
5 F -0.20
6 F -0.17
7 O -0.57
8 O -0.83
9 O -0.62
10 N 0.51
11 C -1.35
12 C 0.48
13 C 0.53
14 C -1.40
15 C -1.05
16 C -0.95
17 C 0.76
18 C -0.74
19 C -0.90
20 C -0.61
21 C -0.97
22 C -0.66
23 C -1.09
24 C 1.08
25 H 0.42
26 H 0.39
27 H 0.37
28 H 0.45
29 H 0.16
30 H 0.22
31 H 0.37
32 H 0.42
33 H 0.42
34 H 0.42
35 H 0.42
36 H 0.34
37 H 0.32
38 H 0.51
39 H 0.65
40 H 0.39
41 H 0.56
42 H 0.44
43 H 0.45
44 H 0.18
45 H 0.58
46 H 0.38
47 H 0.47



(6)
Formula: C21H24N6O3Ru
Source: the OMol25 dataset
Level of theory: ωB97M-V/def2-TZVPD

Values from the calculation:
HOMO-LUMO gap (alpha / beta), eV: 6.8 / 4.7
Highest occupied orbital energy (alpha / beta), Ha: -0.5189 / -0.5187
LUMO (alpha / beta), eV: -7.2691 / -9.4206

ORCA input file:
```
! RIJCOSX wB97M-V def2-TZVPD def2/J DEFGRID3
* xyz 2 5
Ru -0.21911 0.42022 -0.07497
O 1.76750 0.52408 0.05285
O -2.16753 0.70875 -0.04027
O -5.03288 0.77126 -0.34024
N 1.22163 -3.58131 -1.07787
N -1.17641 -3.71320 -1.10964
N -0.09877 -1.64125 -0.43732
N 0.08276 2.32453 0.34489
N 1.33261 2.74231 0.37764
N -0.00230 -3.60776 0.99382
C -0.08339 -2.17216 0.97264
C 0.06045 -4.14862 -1.76658
C 4.06144 3.34554 0.28864
C -4.29043 1.76051 0.08624
C -1.15658 -4.16677 0.28443
C -2.23663 2.99868 0.64304
C -4.43295 4.04327 0.91095
C -2.84971 1.76135 0.22176
C 1.15611 -2.14809 -1.11675
C -3.04406 4.09206 1.00266
C 3.61798 2.01032 0.25279
C -5.03723 2.90931 0.43460
C -0.84306 3.21602 0.66579
C 2.21127 1.71871 0.20396
C 1.22492 -4.03708 0.31404
C -4.55922 -0.53687 -0.68912
C 5.41129 3.61281 0.35563
C 4.54621 0.95605 0.28344
C 5.89030 1.23701 0.36629
C -1.26170 -2.28019 -1.14746
C 6.32441 2.56333 0.40643
H 4.19659 -0.06673 0.25149
H -6.11114 2.85289 0.30979
H 7.38204 2.77775 0.48466
H -1.09618 -5.25338 0.30668
H -3.88830 -0.49456 -1.54405
H 5.75844 4.63636 0.37446
H -2.07690 -3.85921 0.78509
H 0.11653 -5.23527 -1.73973
H 2.09385 -3.63049 0.83395
H -5.44780 -1.10379 -0.94567
H 0.78286 -1.75288 1.49205
H -1.00060 -1.85528 1.47855
H 3.33756 4.14685 0.25581
H 1.28267 -5.12383 0.33878
H -2.55931 4.99737 1.34798
H -0.48202 4.19960 0.95438
H 0.05746 -3.82465 -2.80830
H 1.14812 -1.80110 -2.15157
H -4.06111 -0.99896 0.16164
H -2.18043 -1.95970 -0.65578
H -5.03407 4.89589 1.19306
H 2.01939 -1.72555 -0.60886
H 6.60810 0.42948 0.40617
H -1.26270 -1.93365 -2.18286
*
```

Computed Mulliken charges, given in elementary charges:
1 Ru 1.11
2 O -0.62
3 O -0.71
4 O -0.38
5 N 0.12
6 N 0.13
7 N 0.49
8 N 0.22
9 N -0.71
10 N 0.09
11 C -0.55
12 C -0.67
13 C -0.19
14 C 0.44
15 C -0.74
16 C 0.51
17 C -0.81
18 C 1.27
19 C -0.56
20 C -0.72
21 C 0.60
22 C -0.59
23 C -0.41
24 C 0.59
25 C -0.72
26 C -0.70
27 C -0.78
28 C -0.32
29 C -0.79
30 C -0.86
31 C -0.32
32 H 0.38
33 H 0.49
34 H 0.43
35 H 0.36
36 H 0.33
37 H 0.42
38 H 0.31
39 H 0.36
40 H 0.32
41 H 0.34
42 H 0.32
43 H 0.32
44 H 0.43
45 H 0.34
46 H 0.44
47 H 0.43
48 H 0.33
49 H 0.30
50 H 0.31
51 H 0.18
52 H 0.44
53 H 0.14
54 H 0.43
55 H 0.37



Quick rundown of energy above the lowest of the compared OMol25 structures with the same formula, charge and spin, same order as above: 3.038, 1.851, 1.395, 3.170, 1.269, 0.356 eV